Entry from OMol25: the molecule C10H10O2 in a non-equilibrium geometry (wB97M-V/def2-TZVPD).

Geometry (Å):
O 1.2273 2.1452 -0.8031
C 1.0219 0.7528 -0.4273
C -0.4904 0.4083 -0.3997
C -1.4196 1.1964 0.2310
C -2.7392 0.8995 0.4257
C -3.1483 -0.4482 0.2261
C -2.1979 -1.3296 -0.3026
C -0.9605 -0.8764 -0.7169
C 1.4273 0.5021 1.0035
C 2.2993 -0.4896 1.0898
C 2.6253 -1.0257 -0.2989
O 1.9167 -0.1103 -1.1690
H 2.1286 2.0963 -1.2879
H -1.0160 2.1891 0.5233
H -3.4079 1.7167 0.7091
H -4.1986 -0.7220 0.3274
H -2.3854 -2.5093 -0.4938
H -0.2417 -1.4443 -1.3419
H 0.8105 1.0216 1.7474
H 2.9331 -0.9260 1.8855
H 3.6172 -0.9898 -0.5692
H 2.1985 -2.0570 -0.3583

Calculated values
E_HOMO = -9.02 eV
Relative energy (zero: lowest compared OMol25 entry of this formula, charge and spin) = 2.8977 eV
SMILES string = O[C@]1(c2ccccc2)C=CCO1
Frontier orbital gap = 9.87 eV
LUMO = 0.86 eV


Entry from OMol25: a cluster of 11 separate species, C30H50B3ClN10O3 in total in a non-equilibrium geometry (wB97M-V/def2-TZVPD).

Geometry (Å):
C 1.1454 2.9878 -1.2698
C 0.1567 2.4118 -2.3744
C 0.8303 2.1309 -3.8049
C -1.2314 2.1232 -2.1042
C -1.6001 0.5884 -1.9293
C -2.8048 0.3149 -0.9346
C -2.7466 1.1101 0.4479
C -3.4175 2.5721 0.3272
C -1.3230 1.1441 1.1459
C -1.1073 0.0321 2.2852
B -0.1361 -1.1117 1.6598
O 1.1451 -1.3581 2.2512
B 2.0262 -1.9500 1.2825
O 1.5306 -3.0831 0.5471
B 0.3225 -2.6595 -0.0776
Cl -0.0205 -3.2864 -1.7823
O -0.6593 -1.8135 0.5065
H 1.5847 2.1346 -0.6568
H 0.6846 3.8085 -0.6378
H 2.0134 3.4766 -1.8305
H 1.3989 3.0677 -4.0814
H -0.0157 1.8943 -4.5075
H 1.5597 1.2608 -3.6794
H -1.9605 2.9759 -2.0722
H -1.7423 0.0362 -2.9167
H -0.6786 0.1045 -1.4576
H -2.9883 -0.7945 -0.7489
H -3.7498 0.6726 -1.4724
H -3.4387 0.5468 1.1624
H -4.3748 2.4479 -0.2552
H -3.7387 2.8393 1.3901
H -2.7194 3.3391 -0.1060
H -1.2510 2.1519 1.6783
H -0.4431 1.1063 0.4420
H -0.6323 0.5216 3.1948
H -2.0807 -0.4823 2.5366
H 3.1134 -1.5415 1.0568
C 3.0682 -4.8248 3.0606
C 3.8133 -5.4067 4.2134
N 4.3948 -5.8605 5.1120
H 3.7704 -4.5016 2.2909
H 2.3961 -5.5721 2.6385
H 2.4835 -3.9659 3.3941
C -0.4066 -3.0847 -5.7928
C -0.9759 -1.8374 -5.2049
N -1.4189 -0.8649 -4.7466
H -1.1945 -3.6579 -6.2800
H 0.3558 -2.8329 -6.5276
H 0.0430 -3.6930 -5.0075
C -1.1337 5.9742 1.8991
C -0.6302 5.9698 0.4933
N -0.2369 5.9658 -0.6016
H -1.7118 6.8759 2.0812
H -1.7690 5.1035 2.0668
H -0.2965 5.9417 2.5907
C -6.1837 3.8150 -3.5084
C -5.9121 2.6017 -2.6885
N -5.7024 1.6563 -2.0449
H -6.9252 4.4385 -3.0076
H -5.2643 4.3867 -3.6386
H -6.5643 3.5222 -4.4872
C 0.7976 8.2745 5.1647
C -0.4489 7.6227 4.6698
N -1.4199 7.1136 4.2833
H 1.3232 7.6007 5.8416
H 1.4485 8.5149 4.3236
H 0.5482 9.1925 5.6971
C -0.2813 -2.4984 -9.8846
C -0.0098 -3.7111 -9.0601
N 0.2021 -4.6558 -8.4169
H -1.0203 -1.8701 -9.3862
H 0.6386 -1.9291 -10.0190
H -0.6645 -2.7938 -10.8614
C 6.3341 -3.0180 5.3518
C 6.4455 -1.7114 4.6413
N 6.5320 -0.6927 4.0858
H 5.4978 -2.9900 6.0506
H 6.1674 -3.8186 4.6309
H 7.2570 -3.2213 5.9056
C -8.1477 1.9233 1.1149
C -8.1708 3.0491 0.1392
N -8.1893 3.9253 -0.6223
H -9.1521 1.5163 1.2339
H -7.4836 1.1369 0.7543
H -7.7894 2.2787 2.0812
C 10.1942 -4.7619 4.8490
C 9.4050 -4.2789 6.0177
N 8.7886 -3.9028 6.9290
H 9.5570 -5.3550 4.1925
H 10.5878 -3.9115 4.2919
H 11.0245 -5.3788 5.1933
C 0.3091 -6.7201 -0.1739
C 1.0581 -7.3089 0.9725
N 1.6423 -7.7681 1.8665
H 1.0078 -6.3945 -0.9448
H -0.3667 -7.4640 -0.5964
H -0.2720 -5.8624 0.1648

Calculated values
E_HOMO = -6.12 eV
Relative energy (zero: lowest compared OMol25 entry of this formula, charge and spin) = 0.0000 eV
SMILES string = CC(C)=CCC[C@H](C)CCB1OBOB(Cl)O1.CC#N.CC#N.CC#N.CC#N.CC#N.CC#N.CC#N.CC#N.CC#N.CC#N
Frontier orbital gap = 6.35 eV
LUMO = 0.22 eV


Entry from OMol25: a structure of composition C27H37Cl4INOPRhSi in a non-equilibrium geometry (wB97M-V/def2-TZVPD).

Geometry (Å):
Rh 1.5231 0.2857 1.2085
Cl -1.5010 3.1066 6.6863
C -0.9996 2.0601 5.3992
C -1.6859 0.9130 5.1447
C -1.3010 0.0390 4.0917
I -2.4193 -1.6641 3.7189
C -0.2209 0.3248 3.3155
O 0.1948 -0.4883 2.2953
C 0.4732 1.5401 3.5660
N 1.5080 1.8238 2.7092
C 2.2104 2.9253 2.8685
C 1.9250 3.8447 3.8870
C 0.8856 3.5889 4.7423
C 0.1136 2.4170 4.6006
H -2.5435 0.6611 5.7542
H 3.0237 3.0962 2.1727
H 2.5239 4.7401 3.9845
H 0.6399 4.2868 5.5334
Cl 4.3181 -1.4495 -0.2510
Si 3.3442 -1.0751 1.4704
Cl 2.9529 -2.7455 2.5150
Cl 4.4514 0.1924 2.5842
C 1.6537 0.4128 -4.8101
C 2.2891 -0.8049 -4.1124
C 2.0778 -0.7632 -2.5901
C 0.7137 -0.1433 -2.2732
C 0.7461 1.3616 -2.6492
C 1.6574 1.6140 -3.8686
P 0.1736 -0.4341 -0.5636
C -1.2325 0.6492 -0.1487
C -0.9520 2.1432 0.0951
C -2.1080 2.7146 0.9340
C -3.4631 2.0925 0.5347
C -3.4393 1.6282 -0.9187
C -2.4180 0.4907 -1.1264
C -0.5000 -2.1327 -0.3591
C -1.2733 -2.6566 -1.6021
C -0.4590 -3.6990 -2.3642
C -0.2149 -4.9415 -1.4966
C -0.0293 -4.5760 -0.0119
C 0.5238 -3.1617 0.1417
H 0.6211 0.1842 -5.0965
H 2.1802 0.6386 -5.7379
H 3.3613 -0.8421 -4.3202
H 1.8627 -1.7290 -4.5099
H 2.8440 -0.1419 -2.1222
H 2.1909 -1.7611 -2.1672
H -0.0418 -0.6455 -2.8845
H 1.1014 1.9596 -1.8027
H -0.2699 1.7029 -2.8630
H 2.6832 1.7948 -3.5301
H 1.3398 2.5228 -4.3796
H -1.5218 0.2255 0.8205
H -0.8865 2.6584 -0.8648
H 0.0014 2.3167 0.5997
H -2.1422 3.7984 0.8077
H -1.9138 2.5282 1.9942
H -4.2664 2.8136 0.6891
H -3.6977 1.2396 1.1806
H -3.1973 2.4744 -1.5683
H -4.4244 1.2800 -1.2277
H -2.0690 0.4910 -2.1627
H -2.9007 -0.4730 -0.9562
H -1.2031 -1.9890 0.4669
H -1.5769 -1.8474 -2.2650
H -2.2062 -3.1141 -1.2599
H 0.4937 -3.2590 -2.6806
H -0.9788 -3.9791 -3.2812
H 0.6594 -5.4831 -1.8635
H -1.0620 -5.6226 -1.6006
H 0.6351 -5.2896 0.4761
H -0.9839 -4.6375 0.5208
H 1.4725 -3.0840 -0.4029
H 0.7333 -2.9479 1.1838

Calculated values
E_HOMO = -11.05 eV
Charge = +1
Frontier orbital gap = 6.80 eV
LUMO = -4.26 eV


Entry from OMol25: a cluster of 9 separate species, C38H50F16O16 in total in a non-equilibrium geometry (wB97M-V/def2-TZVPD).

Geometry (Å):
F 12.6214 -22.8052 13.0098
C 11.8974 -22.2577 12.0355
F 10.8834 -23.0571 11.7438
C 11.3881 -20.8700 12.4826
F 12.3687 -19.9181 12.3483
F 10.9881 -20.8635 13.7860
C 10.1698 -20.3835 11.7433
O 10.4057 -20.1685 10.3489
C 9.4046 -19.3894 9.5386
F 8.2539 -19.8310 9.9830
F 9.5284 -18.1327 9.9503
C 9.7703 -19.8045 8.1470
F 9.4940 -21.1130 7.9057
F 8.9532 -19.1317 7.3140
H 12.4915 -22.0616 11.1428
H 9.8739 -19.3881 12.0747
H 9.2592 -20.9549 11.9235
H 10.7293 -19.3351 7.9281
F 1.8496 -9.3489 2.9835
C 2.0334 -8.9706 4.2040
F 1.3791 -7.8016 4.2361
C 1.5273 -9.9166 5.2847
F 0.2634 -9.7162 5.3712
F 2.1297 -9.6080 6.4436
C 1.7595 -11.3384 4.9445
O 3.1819 -11.5295 4.8426
C 3.6851 -12.5444 3.9959
F 3.2726 -12.3079 2.7073
F 5.0677 -12.4676 3.9996
C 3.2530 -14.0088 4.3769
F 3.7940 -14.8268 3.4132
F 3.8581 -14.4319 5.5131
H 3.1127 -8.8743 4.3226
H 1.2500 -11.6096 4.0199
H 1.5024 -11.9576 5.8039
H 2.1762 -14.1416 4.2718
O 2.7908 -23.9803 -7.0704
C 2.7166 -23.2866 -8.0914
C 3.1349 -21.8484 -8.2427
C 2.2929 -21.5133 -9.5254
C 1.6271 -22.8370 -10.0106
O 1.9670 -23.8317 -9.1001
H 2.7860 -21.2519 -7.3998
H 4.1987 -21.6740 -8.4045
H 1.5128 -20.7617 -9.4042
H 2.9116 -21.0180 -10.2737
H 0.5531 -22.7238 -10.1582
H 2.1051 -23.1304 -10.9453
O 6.4280 -19.9510 -2.1727
C 6.8560 -18.9005 -1.7239
C 8.0307 -18.7181 -0.7816
C 8.0527 -17.2356 -0.7339
C 6.9916 -16.6839 -1.6535
O 6.2551 -17.8052 -2.1025
H 7.7731 -19.0961 0.2078
H 8.9570 -19.1758 -1.1288
H 7.9930 -16.8348 0.2779
H 9.0345 -16.8708 -1.0358
H 6.1986 -16.0751 -1.2191
H 7.4120 -16.3031 -2.5843
O 10.7545 -18.1306 -6.9906
C 11.0701 -19.2622 -7.3397
C 12.1483 -20.1369 -6.8549
C 11.7627 -21.4881 -7.4942
C 10.7928 -21.2194 -8.6561
O 10.2417 -19.9713 -8.2023
H 13.0870 -19.7127 -7.2112
H 12.1249 -20.1387 -5.7652
H 12.5786 -22.1409 -7.8046
H 11.1754 -22.0312 -6.7538
H 11.3144 -21.1317 -9.6092
H 10.1108 -22.0696 -8.6611
O 7.1195 -26.3046 -0.7548
C 8.1229 -26.0023 -0.1024
C 9.5229 -25.7214 -0.5570
C 10.2055 -25.2584 0.6634
C 9.1281 -25.2331 1.7281
O 7.9653 -25.7332 1.1791
H 10.0456 -26.5659 -1.0063
H 9.4272 -24.8895 -1.2548
H 11.0044 -25.9087 1.0200
H 10.6764 -24.2849 0.5268
H 9.3896 -25.8100 2.6152
H 8.8758 -24.2337 2.0826
O 8.8404 -6.2702 -3.0406
C 7.9469 -7.1098 -2.7677
C 6.7437 -7.0043 -1.8413
C 6.5470 -8.4335 -1.4560
C 7.0764 -9.2189 -2.6183
O 7.9619 -8.3870 -3.2058
H 6.9256 -6.3048 -1.0254
H 5.8649 -6.6384 -2.3722
H 7.1854 -8.5514 -0.5804
H 5.4988 -8.5665 -1.1884
H 7.4946 -10.1516 -2.2397
H 6.3160 -9.5306 -3.3344
O 3.1092 -13.0802 -11.3711
C 3.5727 -14.0711 -10.7914
C 4.3984 -15.1375 -11.4079
C 5.2136 -15.6881 -10.2687
C 4.3472 -15.3890 -9.0061
O 3.6304 -14.2253 -9.4053
H 3.7026 -15.8265 -11.8867
H 4.9518 -14.7318 -12.2548
H 5.3563 -16.7676 -10.3188
H 6.2100 -15.2464 -10.2567
H 3.5437 -16.1053 -8.8352
H 4.8828 -15.2060 -8.0746
O 12.7922 -12.0685 5.3712
C 13.2380 -11.9478 4.2048
C 14.6276 -11.6212 3.7541
C 14.5359 -11.8561 2.2210
C 13.0498 -12.0049 1.9229
O 12.3819 -11.8122 3.1767
H 14.7705 -10.5819 4.0501
H 15.4817 -12.0985 4.2344
H 14.9539 -11.0793 1.5808
H 14.9836 -12.8345 2.0468
H 12.5304 -11.2575 1.3231
H 12.8091 -13.0200 1.6071

Calculated values
E_HOMO = -10.00 eV
Relative energy (zero: lowest compared OMol25 entry of this formula, charge and spin) = 4.2134 eV
SMILES string = FC(F)C(F)(F)COC(F)(F)C(F)F.FC(F)C(F)(F)COC(F)(F)C(F)F.O=C1CCCO1.O=C1CCCO1.O=C1CCCO1.O=C1CCCO1.O=C1CCCO1.O=C1CCCO1.O=C1CCCO1
Frontier orbital gap = 10.05 eV
LUMO = 0.05 eV


> LUMO of number 2 (C30H50B3ClN10O3)?

0.22 eV


> The lowest E_HOMO belongs to which entry?

C27H37Cl4INOPRhSi